ORCA calculation (the ωB97M-V functional and the def2-TZVPD basis) on CH2N4O in the gas phase at a distorted geometry.

## Properties
- electronic energy (eV) = -9074.0302
- LUMO level (eV) = 0.16
- relative energy (zero: lowest compared OMol25 entry of this formula, charge and spin) (kcal per mole) = 52.30
- charge = 0
- SMILES = O=c1nn[nH][nH]1

Each line ends with the natural charge from an NBO analysis.
Atoms and positions in Å:
O 2.2163 -0.3064 0.1602  -0.60
C 0.9917 -0.2925 -0.0955  0.64
N 0.2644 -1.5301 -0.1149  -0.25
N -0.9588 -1.1521 0.0908  0.02
N -1.0152 0.1560 0.2051  -0.21
N 0.0722 0.7175 -0.1511  -0.45
H -1.9747 0.6109 -0.1353  0.40
H 0.4042 1.7967 0.0407  0.45

Forces on atoms 1 to 6 (eV/Å):
O -2.801 1.277 -1.288
C 4.849 -2.479 1.165
N -1.824 2.232 0.327
N 0.852 -1.477 -0.308
N -8.416 0.883 0.192
N 6.126 5.014 -0.895